No. 1
# C34H56AuBN5P2S2

A molecular structure, C34H56AuBN5P2S2 at a distorted geometry (wB97M-V/def2-TZVPD, the OMol25 dataset).

Geometry as ORCA input:
```
! RIJCOSX wB97M-V def2-TZVPD def2/J DEFGRID3
* xyz 1 3
Au -0.01789 0.16092 -0.32866
C 1.76465 1.59166 4.91933
C 0.57402 1.36128 3.98428
C -0.11549 0.05847 4.42519
C -0.42631 2.51168 4.16457
P 1.06501 1.18691 2.09423
C 2.30112 -0.28803 2.30278
N 1.61725 -1.49984 1.90708
B 0.50247 -1.45475 0.94336
N -0.30613 -2.66736 1.09674
C -1.50527 -2.98721 0.34390
P -1.95665 -1.43141 -0.64244
C -2.20720 -2.04638 -2.43529
C -3.45871 -2.89679 -2.69571
C -0.97559 -2.90073 -2.80042
C -2.23912 -0.81614 -3.35129
C -3.62948 -0.93465 0.16685
C -4.69888 -2.03986 0.25889
C -4.23924 0.25309 -0.58281
C -3.26911 -0.48667 1.58893
C 0.22723 -3.35410 2.21812
C -0.20559 -4.52052 2.81620
C 0.49886 -4.96428 3.93830
C 1.58203 -4.27767 4.44326
C 2.05992 -3.11327 3.82004
C 1.35852 -2.64868 2.72875
C 2.12773 2.67658 1.55642
C 3.03353 3.28775 2.63194
C 2.99519 2.25751 0.36821
C 1.11860 3.75952 1.11563
H 1.43546 1.34377 5.94048
H 2.11671 2.62556 4.94453
H 2.62189 0.94289 4.70191
H -0.72109 0.25030 5.31947
H 0.60291 -0.73933 4.66145
H -0.80152 -0.32270 3.65000
H -0.85234 2.48429 5.17848
H -1.25231 2.43968 3.45188
H 0.03736 3.50070 4.02570
H 2.67889 -0.38371 3.33277
H 3.19446 -0.11652 1.69716
H -2.34050 -3.26777 1.01360
H -1.37261 -3.87707 -0.29032
H -3.52939 -3.76774 -2.01744
H -3.43873 -3.29398 -3.72469
H -4.37099 -2.31926 -2.58821
H -0.98914 -3.87416 -2.31837
H -0.02987 -2.41252 -2.54937
H -0.95224 -3.04435 -3.89088
H -3.11732 -0.17105 -3.15727
H -2.30050 -1.13768 -4.40571
H -1.33234 -0.19469 -3.25026
H -5.23641 -2.19229 -0.69758
H -5.43100 -1.72001 1.02361
H -4.29234 -3.00934 0.58284
H -4.66372 -0.07645 -1.54672
H -3.50332 1.03089 -0.83747
H -5.03441 0.71535 0.01701
H -2.94048 -1.31979 2.22782
H -4.15668 -0.06091 2.08059
H -2.46808 0.26699 1.61245
H -1.06017 -5.08276 2.44948
H 0.17029 -5.88281 4.42480
H 2.09881 -4.65952 5.32133
H 2.98608 -2.65504 4.19474
H 3.69687 2.55300 3.09985
H 2.48062 3.80029 3.42370
H 3.68013 4.04173 2.16324
H 3.91073 1.74938 0.68335
H 3.29757 3.15657 -0.17648
H 2.45956 1.61976 -0.34812
H 0.59312 4.21437 1.97213
H 0.32464 3.35933 0.45854
H 1.65093 4.56887 0.59788
S 2.66311 -0.79816 -2.34386
C 3.84977 -0.96559 -3.60810
C 3.69853 -0.36385 -4.86909
C 4.67082 -0.49583 -5.84990
C 5.80913 -1.25865 -5.62892
C 5.97865 -1.87063 -4.40001
C 5.00091 -1.75289 -3.41628
H 2.76415 0.16991 -5.06325
H 4.53993 0.00462 -6.81662
H 6.54804 -1.37729 -6.44374
H 6.87763 -2.46347 -4.17516
H 5.09614 -2.27169 -2.45723
C -3.96145 4.19114 -3.06484
C -3.05892 4.36940 -1.87168
C -1.79803 3.57557 -2.03170
N -1.63795 2.42306 -1.39970
N -0.45789 1.80054 -1.69436
C 0.27437 2.46263 -2.61142
N 1.45414 2.06495 -3.10355
S -0.49642 3.92926 -3.13693
H -4.87558 4.78655 -2.91212
H -4.26320 3.14518 -3.19379
H -3.51346 4.54438 -4.00147
H -3.57723 4.05384 -0.95441
H -2.76937 5.40503 -1.68966
H 1.90342 1.15860 -2.91084
H 1.85578 2.67410 -3.79964
*
```

Energy relative to the best compared isomer or geometry (same formula, charge and spin) (eV): 0.000
E_LUMO (spin up / spin down) (eV): -1.8 / -4.8
⟨S²⟩: 2.0298
E_HOMO (spin up / spin down) (eV): -8.689 / -9.943

Results of the Mulliken charge analysis, in e, for atoms 1 through 5: number 1, Au, carries 1.745; number 2, C, carries -1.756; number 3, C, carries 1.656; number 4, C, carries -1.714; number 5, C, carries -1.741

---

No. 2
# C34H57EuN3O2SeSi

A molecular structure, C34H57EuN3O2SeSi at a distorted geometry (wB97M-V/def2-TZVPD, the OMol25 dataset).

Geometry as ORCA input:
```
! RIJCOSX wB97M-V def2-TZVPD def2/J DEFGRID3
* xyz 0 8
O 0.30256 5.18761 -0.31204
O -1.63405 5.55860 -1.44971
C -0.05070 4.85281 1.09683
C 1.24699 4.53782 1.77355
H -0.80534 4.03675 1.11518
H -0.55490 5.74268 1.47253
H 1.39484 3.46785 1.68576
H 1.22775 4.81031 2.81311
H 2.09000 5.04761 1.32053
C 1.14251 4.09692 -1.07560
C 1.81560 4.99845 -2.06898
H 0.48513 3.31019 -1.44970
H 1.82916 3.61959 -0.39001
H 1.04375 5.45029 -2.71661
H 2.57783 4.47654 -2.66307
H 2.32355 5.81463 -1.52926
C -2.22896 4.64941 -2.40781
C -2.44204 6.67313 -0.93691
C -1.24012 3.88681 -3.25921
H -2.81117 5.30075 -3.08621
H -2.90823 3.93271 -1.90635
H -0.41502 4.50820 -3.60836
H -1.74700 3.57188 -4.18112
H -0.85996 2.98993 -2.75152
C -1.83939 7.95166 -1.51415
H -2.41810 6.59277 0.15750
H -3.47305 6.47269 -1.26442
H -0.75616 8.06162 -1.32557
H -2.40579 8.78681 -1.05550
H -2.01587 7.98087 -2.59702
H -0.51095 5.58478 -0.88333
N 0.76335 -1.16521 0.09554
C 0.78146 -2.65863 0.07227
C 0.41920 -3.21273 -1.28038
C -0.62793 -2.83182 -2.09922
C 2.14560 -3.18174 0.49744
H 2.45494 -2.73572 1.44550
H 2.91030 -3.00890 -0.26397
H 2.04232 -4.25596 0.66815
C -1.00786 -3.64695 -3.31545
H -0.91946 -3.06212 -4.23993
H -2.04603 -4.00673 -3.24457
H -0.35108 -4.51109 -3.39740
N -1.35300 -1.74102 -1.81330
C 1.88262 -0.34371 0.08924
C 2.32108 0.26285 1.30347
C 1.58595 0.07505 2.58919
C 3.46503 1.05223 1.36756
H 3.77351 1.45407 2.32126
C 4.20780 1.30998 0.21877
H 5.07498 1.95652 0.26252
C 3.80257 0.74602 -0.98474
H 4.39574 0.92992 -1.88580
C 2.68650 -0.06545 -1.07851
C 2.36447 -0.62687 -2.41953
C -2.50008 -1.19677 -2.39551
C -3.76270 -1.41528 -1.75383
C -3.89850 -2.46732 -0.67850
C -4.82837 -0.60595 -2.12288
H -5.79505 -0.78174 -1.63921
C -4.67218 0.37783 -3.09759
H -5.52989 1.00265 -3.36960
C -3.45731 0.53459 -3.76737
H -3.34914 1.29315 -4.54792
C -2.35864 -0.23611 -3.44175
C -1.01533 0.00524 -4.05432
Eu -1.61711 -0.70331 0.37896
H 1.16453 1.04370 2.91101
H 2.29374 -0.24411 3.37007
H 0.78241 -0.66758 2.49295
H 1.31668 -0.42367 -2.68614
H 2.53691 -1.70787 -2.48095
H 3.01062 -0.16052 -3.17779
H -4.97027 -2.61153 -0.48123
H -3.44336 -2.28362 0.32135
H -3.48645 -3.42946 -1.02891
H -0.46548 -0.92526 -4.21845
H -0.37645 0.66466 -3.44631
H -1.15271 0.50398 -5.01952
H 0.96080 -4.09216 -1.59079
C -2.41179 1.32297 0.18296
Si -3.95612 1.93834 0.98146
H -2.39767 1.75866 -0.84031
H -1.56167 1.85487 0.68339
C -3.63164 3.43320 2.10447
C -4.58662 0.44306 1.97907
C -5.04105 2.75340 -0.33747
H -6.09075 2.86085 -0.02016
H -5.03839 2.21390 -1.29985
H -4.66100 3.77386 -0.53523
H -3.21821 3.14279 3.07913
H -4.55166 4.00635 2.27499
H -2.90926 4.10747 1.61867
H -3.76462 0.01031 2.57562
H -4.99719 -0.37264 1.32160
H -5.38094 0.74987 2.68642
Se -0.42699 -4.83704 2.14849
C -0.28268 -3.23945 1.12065
N -1.33799 -2.72965 1.58836
*
```

E_LUMO (spin up / spin down) (eV): -0.3 / -0.3
⟨S²⟩: 15.8082
E_HOMO (spin up / spin down) (eV): -5.463 / -5.778

Results of the Mulliken charge analysis, in e, for atoms 1 through 5: number 1, O, carries -0.377; number 2, O, carries 0.044; number 3, C, carries 0.640; number 4, C, carries -1.394; number 5, H, carries -0.382

---

No. 3
# C34H57HoN3O2SSi

A molecular structure, C34H57HoN3O2SSi at a distorted geometry (wB97M-V/def2-TZVPD, the OMol25 dataset).

Geometry as ORCA input:
```
! RIJCOSX wB97M-V def2-TZVPD def2/J DEFGRID3
* xyz 1 5
O -2.88184 -2.29887 -0.33673
O -2.03223 -4.41669 -0.30826
C -3.72404 -1.67739 0.63688
C -4.28815 -0.35916 0.19729
H -3.07402 -1.52798 1.49729
H -4.49679 -2.40706 0.90990
H -3.53635 0.44108 0.12460
H -5.00048 -0.06067 0.96284
H -4.83575 -0.41135 -0.74612
C -2.76678 -1.67539 -1.66888
C -3.84899 -2.38105 -2.45775
H -1.76848 -1.81009 -2.10973
H -2.89866 -0.59439 -1.52666
H -3.71250 -3.46891 -2.31993
H -3.88542 -2.16934 -3.54327
H -4.80983 -2.12267 -1.99068
C -1.09407 -5.24846 -1.00705
C -3.26730 -5.11750 0.07080
C -1.05166 -4.87522 -2.47691
H -1.39399 -6.31270 -0.85942
H -0.11851 -5.06474 -0.52856
H -2.02444 -5.09466 -2.95079
H -0.27823 -5.50157 -2.94696
H -0.79239 -3.81007 -2.64617
C -3.97702 -5.85657 -1.06965
H -3.93234 -4.35997 0.50915
H -2.98741 -5.83251 0.88188
H -4.23719 -5.18427 -1.90742
H -4.90872 -6.25439 -0.61245
H -3.35933 -6.70298 -1.42226
H -1.64269 -2.88032 0.26003
N 0.22978 1.23964 -0.74427
C 1.33433 1.99932 -0.94060
C 2.67477 1.53401 -0.94480
C 3.15741 0.21515 -0.90072
C 1.19027 3.46862 -1.25360
H 0.41244 3.97332 -0.67501
H 0.99653 3.64690 -2.31803
H 2.13971 3.95099 -1.01481
C 4.56652 -0.18705 -1.18874
H 4.56198 -0.91904 -2.01444
H 4.98527 -0.68486 -0.29640
H 5.17149 0.68578 -1.45173
N 2.36422 -0.80223 -0.53458
C -1.01587 1.75005 -1.28925
C -1.93394 2.44796 -0.47600
C -1.62616 2.69129 0.95536
C -3.12066 2.93620 -1.03458
H -3.83935 3.43793 -0.38401
C -3.38175 2.80809 -2.39742
H -4.31585 3.18154 -2.82026
C -2.43212 2.21342 -3.22329
H -2.59106 2.14151 -4.30132
C -1.24647 1.70155 -2.68549
C -0.20265 1.14321 -3.61027
C 2.64607 -2.20341 -0.50140
C 3.08128 -2.81353 0.70897
C 3.39614 -2.00143 1.94492
C 3.21139 -4.20057 0.73509
H 3.57803 -4.67987 1.65114
C 2.88261 -4.96414 -0.38386
H 2.98968 -6.05086 -0.34775
C 2.44001 -4.35369 -1.55817
H 2.20952 -4.96014 -2.43974
C 2.30529 -2.97279 -1.63637
C 1.79447 -2.31050 -2.88404
Ho 0.70201 -0.54926 0.83382
H -1.87097 1.82092 1.56904
H -2.22411 3.52557 1.32631
H -0.57612 2.92826 1.12559
H 0.23032 0.20694 -3.22078
H 0.62274 1.85933 -3.78463
H -0.66048 0.92986 -4.59139
H 4.23644 -2.47161 2.48038
H 2.56025 -1.98202 2.67614
H 3.68016 -0.95694 1.74224
H 2.27042 -1.33843 -3.07313
H 0.70215 -2.14224 -2.85689
H 1.98674 -2.94631 -3.76252
H 3.43573 2.31213 -1.02720
C -0.55403 -2.78120 1.15227
Si -0.55289 -4.13638 2.48330
H 0.39834 -2.79457 0.49335
H -0.79439 -1.89445 1.83006
C -2.23749 -4.12548 3.29718
C 0.62625 -3.59522 3.83763
C -0.03543 -5.85564 2.07725
H 0.18211 -6.36687 3.02286
H 0.87456 -5.92478 1.47642
H -0.80477 -6.44990 1.57985
H -2.41417 -3.18003 3.82444
H -2.25747 -4.92278 4.04925
H -3.07750 -4.29210 2.61703
H 0.57887 -2.52652 4.06656
H 1.66397 -3.85094 3.61407
H 0.36154 -4.12670 4.75756
S -0.18581 0.36825 3.13051
C 1.24387 1.00017 2.58799
N 2.29003 1.44248 2.19532
*
```

Energy relative to the best compared isomer or geometry (same formula, charge and spin) (eV): 3.128
E_LUMO (spin up / spin down) (eV): -2.6 / -2.5
⟨S²⟩: 6.0045
E_HOMO (spin up / spin down) (eV): -10.902 / -10.917

Results of the Mulliken charge analysis, in e, for atoms 1 through 5: number 1, O, carries 0.353; number 2, O, carries 0.153; number 3, C, carries -0.088; number 4, C, carries -1.818; number 5, H, carries 0.108

---

No. 4
# C34H57N11O6

13 unconnected molecules or ions with the total composition C34H57N11O6 at a distorted geometry (wB97M-V/def2-TZVPD, the OMol25 dataset).

Geometry as ORCA input:
```
! RIJCOSX wB97M-V def2-TZVPD def2/J DEFGRID3
* xyz 0 1
C 2.12719 0.39015 -4.51739
C 0.88362 0.84130 -5.12807
N -0.10454 1.18964 -5.61357
H 2.07008 0.49023 -3.41597
H 2.95178 0.98595 -4.86543
H 2.21976 -0.66868 -4.64252
C 2.56836 -2.82162 -2.17873
C 1.42963 -3.58697 -1.56253
N 0.51823 -4.11067 -1.08703
H 3.45053 -3.04744 -1.60186
H 2.30888 -1.76839 -2.08607
H 2.59228 -3.09298 -3.21463
C -1.88248 -3.67302 -4.98456
C -0.99207 -2.76989 -4.28598
N -0.36904 -2.00275 -3.69982
H -2.86147 -3.16280 -5.08699
H -1.99062 -4.60842 -4.46592
H -1.55083 -3.84471 -6.00682
C -4.24311 -0.78155 2.50655
C -4.46089 0.27362 3.46941
N -4.70766 1.06002 4.26774
H -5.11006 -0.87585 1.85610
H -4.09163 -1.69246 3.05866
H -3.45471 -0.52994 1.85421
C 0.83572 0.84534 5.39002
C 2.22015 0.36910 5.06772
N 3.26637 -0.09330 4.83085
H 0.94868 1.59972 6.17495
H 0.26748 0.01265 5.79161
H 0.49112 1.38095 4.49833
C 4.69792 3.04024 1.68920
C 4.02588 2.72177 0.44257
N 3.46399 2.51280 -0.54924
H 5.79239 3.08913 1.49449
H 4.45033 2.29500 2.43802
H 4.32262 3.97266 2.07761
C 1.10051 -3.66702 2.20049
C 0.89893 -4.96426 2.88744
N 0.79696 -5.93748 3.50867
H 1.40799 -2.89309 2.88422
H 0.15550 -3.39609 1.69633
H 1.86908 -3.81956 1.46002
C -3.03927 0.32434 -3.68488
C -3.63948 1.62018 -3.26647
N -4.14974 2.54201 -2.77152
H -2.17353 0.58910 -4.29574
H -3.73633 -0.26729 -4.25075
H -2.56899 -0.20986 -2.84709
C -5.43701 -8.29845 -1.62999
O -4.51123 -7.26340 -1.63850
C -4.96816 -6.07742 -1.95374
O -6.12049 -5.73678 -2.14783
O -3.93042 -5.24395 -2.06129
C -4.12962 -3.83523 -2.17869
H -6.40945 -7.88228 -1.27645
H -5.00095 -9.03705 -1.01020
H -5.57782 -8.73143 -2.62988
H -3.18691 -3.31992 -2.37077
H -4.57059 -3.46600 -1.26341
H -4.82794 -3.63233 -3.00784
C 7.62500 -2.54694 1.18158
O 6.40038 -1.97255 1.40221
C 5.41785 -2.14469 0.48744
O 5.43379 -2.95316 -0.42806
O 4.39410 -1.31131 0.72105
C 4.34802 -0.44267 1.87768
H 8.38651 -2.10206 1.86026
H 7.86364 -2.55612 0.11538
H 7.50429 -3.60032 1.51529
H 4.39451 -0.95036 2.85231
H 3.36411 0.00337 1.82566
H 5.09232 0.32970 1.83418
C 1.00841 5.09866 0.21041
C 2.31914 5.59051 -0.41765
C 2.07542 6.91731 -1.23012
C 1.82952 8.07645 -0.35249
N 1.79889 8.93361 0.41981
H 1.16789 4.23005 0.82400
H 0.28233 4.85933 -0.57115
H 0.65020 5.90326 0.87022
H 2.76162 4.82917 -1.09953
H 3.10262 5.72225 0.27744
H 1.19804 6.88389 -1.86302
H 2.92067 7.12120 -1.85738
C -0.61242 -0.97155 -0.26033
C 0.47516 -0.04779 -0.83275
C 0.32393 1.34487 -0.29466
C 0.63041 1.51809 1.10819
N 0.90748 1.58592 2.21179
H -0.47152 -1.02057 0.83594
H -0.73752 -1.95105 -0.72645
H -1.57322 -0.50693 -0.47167
H 0.40789 -0.12879 -1.88980
H 1.38063 -0.52365 -0.57955
H -0.73919 1.64687 -0.54030
H 0.95915 2.09342 -0.84583
C -4.69772 4.22471 3.62792
C -3.32679 4.82763 3.35399
C -2.78890 4.58880 1.91163
C -2.68841 3.17555 1.56572
N -2.61953 2.03350 1.33118
H -5.42758 4.84615 3.12229
H -5.03079 4.31780 4.65043
H -4.76402 3.16825 3.33618
H -2.56646 4.52894 4.07308
H -3.26399 5.85200 3.60398
H -1.84997 5.11910 1.68903
H -3.60084 5.02461 1.29745
*
```

E_LUMO (eV): 0.2
E_HOMO (eV): -11.050

Results of the Mulliken charge analysis, in e, for atoms 1 through 5: number 1, C, carries -0.400; number 2, C, carries 0.392; number 3, N, carries -0.505; number 4, H, carries -0.033; number 5, H, carries 0.411

---

no.,molecular weight (g/mol)
1,868.72
2,798.86
3,764.93
4,715.90